No. 1
Here is C46H41AuN6O2S3 as an isolated structure from OMol25. Energies are from wB97M-V/def2-TZVPD.

Structure (XYZ):
```
99
Properties=species:S:1:pos:R:3:forces:R:3:mulliken_charge:R:1
Au -0.18480 -2.27195 0.36322 -0.2 -0.1 0.0 0.91
N 1.76026 -2.30874 -0.23141 0.0 0.0 -0.1 -1.13
S 2.31435 -0.91915 -0.19345 0.0 0.1 0.0 2.21
N 1.44867 0.22083 0.60589 0.0 0.0 0.0 -0.14
S 0.22764 1.14971 0.39959 0.1 0.0 0.0 1.89
N -1.17115 0.71095 -0.08905 0.0 0.0 0.0 0.03
S -2.31139 -0.30738 0.44483 0.0 0.0 0.0 2.39
N -1.97689 -1.63356 1.07129 0.0 0.0 0.0 -1.36
C -3.28360 0.60210 1.61164 -0.1 -0.1 0.0 0.14
C -4.09113 1.64804 1.18507 0.0 0.0 0.0 -0.51
C -4.80297 2.36239 2.13511 0.0 0.0 0.0 -0.79
C -4.70370 2.02360 3.47994 0.0 0.0 0.0 -0.58
C -3.89559 0.96989 3.88487 0.0 0.0 0.0 -0.78
C -3.17982 0.24285 2.94602 0.0 0.0 0.0 -0.53
C -3.29980 -0.39908 -1.02679 0.0 0.0 0.0 0.12
C -4.15185 -1.49496 -1.08678 0.0 0.0 0.0 -0.84
C -4.94348 -1.66109 -2.21087 0.0 0.0 0.0 -0.93
C -4.87191 -0.74767 -3.25394 0.0 0.0 0.0 -0.61
C -4.02134 0.34729 -3.17537 0.0 0.0 0.0 -1.02
C -3.23107 0.53499 -2.05219 0.0 0.0 0.0 0.17
C 0.05970 1.90188 1.99607 0.0 0.0 0.0 0.12
C -0.96731 2.83017 2.13277 0.0 0.0 0.0 -0.61
C -1.17044 3.41658 3.36900 0.0 0.0 0.0 -0.93
C -0.35683 3.07284 4.44317 0.0 0.0 0.0 -0.58
C 0.66577 2.14760 4.28673 0.0 0.0 0.0 -0.82
C 0.88853 1.55566 3.05090 0.0 0.0 0.0 -0.64
C 0.60838 2.46933 -0.71569 0.1 0.0 0.0 0.15
C 0.18589 2.40004 -2.03505 0.0 0.0 0.0 0.50
C 0.55555 3.42497 -2.89291 0.0 0.0 0.0 -1.10
C 1.33202 4.47942 -2.43392 0.0 0.0 0.0 -0.69
C 1.75738 4.52118 -1.11185 0.0 0.0 0.0 -0.81
C 1.40217 3.50691 -0.23804 0.0 0.0 0.0 -0.52
C 2.84309 -0.25920 -1.75099 0.0 -0.1 0.0 0.16
C 2.82136 -1.11378 -2.84082 0.0 0.0 0.0 -0.43
C 3.28113 -0.64035 -4.06016 0.0 0.0 0.0 -0.95
C 3.75480 0.66097 -4.16670 0.0 0.0 0.0 -0.57
C 3.78624 1.49739 -3.05644 0.0 0.0 0.0 -1.00
C 3.33516 1.03564 -1.83105 0.0 0.0 0.0 -0.26
C 3.80006 -0.85828 0.78105 0.0 0.0 0.0 0.67
C 3.65198 -1.00227 2.15718 0.1 0.0 0.0 0.22
C 4.77995 -1.05872 2.95342 0.0 0.0 0.0 -1.01
C 6.04469 -0.99914 2.37461 0.0 0.0 0.0 -0.65
C 6.17853 -0.88195 1.00161 0.0 0.0 0.0 -0.94
C 5.05233 -0.80883 0.19002 0.0 0.0 0.0 -0.43
H -4.17386 1.89694 0.13535 0.0 0.0 0.0 0.48
H -5.44598 3.17465 1.82483 0.0 0.0 0.0 0.45
H -5.27108 2.57858 4.21510 0.0 0.0 0.0 0.46
H -3.83578 0.70303 4.93138 0.0 0.0 0.0 0.45
H -2.56310 -0.60065 3.22442 0.0 0.0 0.0 0.64
H -4.17293 -2.21195 -0.27638 0.0 0.0 0.0 0.48
H -5.60469 -2.51409 -2.27909 0.0 0.0 0.0 0.49
H -5.48264 -0.89027 -4.13542 0.0 0.0 0.0 0.48
H -3.97218 1.05668 -3.99036 0.0 0.0 0.0 0.47
H -2.56300 1.38071 -1.98050 0.0 0.0 0.0 0.66
H -1.59230 3.09167 1.28864 0.0 0.0 0.0 0.59
H -1.95949 4.14548 3.49320 0.0 0.0 0.0 0.51
H -0.51733 3.53762 5.40681 0.0 0.0 0.0 0.46
H 1.30509 1.89943 5.12314 0.0 0.0 0.0 0.52
H 1.69328 0.85126 2.89873 0.0 0.0 0.0 0.62
H -0.39022 1.55525 -2.38001 0.0 0.0 0.0 -0.12
H 0.23968 3.39399 -3.92694 0.0 0.0 0.0 0.53
H 1.61308 5.27499 -3.11120 0.0 0.0 0.0 0.45
H 2.35598 5.34892 -0.75707 0.0 0.0 0.0 0.48
H 1.72726 3.53401 0.79350 0.0 0.0 0.0 0.62
H 2.44761 -2.12248 -2.72508 0.0 0.0 0.0 0.55
H 3.27264 -1.28951 -4.92500 0.0 0.0 0.0 0.49
H 4.11634 1.02373 -5.11973 0.0 0.0 0.0 0.46
H 4.17566 2.50289 -3.14204 0.0 0.0 0.0 0.48
H 3.38293 1.66712 -0.95424 0.0 0.0 0.0 0.71
H 2.66333 -1.07286 2.58681 0.0 0.0 0.0 -0.24
H 4.68161 -1.15490 4.02669 0.0 0.0 0.0 0.44
H 6.92603 -1.05325 2.99923 0.0 0.0 0.0 0.43
H 7.16070 -0.84944 0.55077 0.0 0.0 0.0 0.45
H 5.16474 -0.72414 -0.88057 0.0 0.0 0.0 0.52
C 0.36611 -2.50222 5.71511 0.0 0.0 0.0 -0.84
N 1.01554 -3.09966 4.54222 0.1 0.1 0.0 -0.01
C 2.09130 -4.08133 4.74563 0.0 0.0 0.0 -0.91
C 0.69836 -2.71563 3.34773 -0.2 -0.1 0.0 0.48
N 0.41188 -2.36671 2.28505 0.2 0.1 0.0 -0.20
H 1.09755 -1.93904 6.29445 0.0 0.0 0.0 0.32
H -0.05454 -3.29300 6.33404 0.0 0.0 0.0 0.33
H -0.43140 -1.83773 5.39124 0.0 0.0 0.0 0.26
H 2.93530 -3.60921 5.24717 0.0 0.0 0.0 0.33
H 2.41266 -4.47320 3.78451 0.0 0.0 0.0 0.33
H 1.71031 -4.89789 5.35595 0.0 0.0 0.0 0.34
O 0.03011 -0.64174 -2.24048 0.0 0.0 0.0 0.20
C -0.65245 -1.63885 -2.40092 0.2 -0.1 0.1 0.80
O -0.89513 -2.51780 -1.44622 0.0 0.1 0.0 -0.86
C -1.30045 -1.96993 -3.69845 -0.1 0.0 0.0 0.39
C -2.12870 -3.07909 -3.84534 0.0 0.0 0.0 -0.28
C -2.73453 -3.32562 -5.06771 0.0 0.0 0.0 -0.80
C -2.51831 -2.46761 -6.13751 0.0 0.0 0.0 -0.50
C -1.68712 -1.36306 -5.99330 0.0 0.0 0.0 -0.95
C -1.07891 -1.11428 -4.77506 0.0 0.0 0.0 -0.27
H -2.28987 -3.74458 -3.00903 0.0 0.0 0.0 0.47
H -3.37265 -4.19102 -5.18832 0.0 0.0 0.0 0.46
H -2.99184 -2.66437 -7.09040 0.0 0.0 0.0 0.44
H -1.51174 -0.70380 -6.83287 0.0 0.0 0.0 0.44
H -0.42342 -0.26314 -4.64303 0.0 0.0 0.0 0.47
```
Positions in Å, forces in eV/Å.

Results
charge = +2
E_HOMO = -0.4896 Ha
energy above the lowest of the compared OMol25 structures with the same formula, charge and spin = 0.241 eV
Kohn-Sham gap = 7.6 eV


No. 2
Here is C46H42F4N6O5S4SbV as an isolated structure in a non-equilibrium geometry from OMol25. Energies are from wB97M-V/def2-TZVPD.

Structure (XYZ):
```
109
Properties=species:S:1:pos:R:3:forces:R:3:lowdin_spin:R:1
V 0.29510 -0.54677 1.37504 0.7 0.3 -0.9 2.70
C 3.05195 -0.89953 4.49688 0.3 1.4 0.5 0.00
C 1.73793 -0.17354 4.20641 0.3 -0.9 0.0 0.02
N 0.55204 -1.01049 4.35810 -0.8 -0.1 1.2 0.01
C 0.54400 -1.97360 5.51748 0.3 1.2 -1.0 0.00
C 0.22856 -1.31835 6.88809 0.6 -0.9 0.3 0.00
C -0.65111 -0.14166 4.39006 0.4 -0.2 0.3 0.01
C -1.75461 -0.73616 3.59255 -0.5 -1.0 -1.1 0.01
N -1.43676 -0.88919 2.14230 -2.5 0.4 1.7 0.05
C -2.54690 -1.42332 1.50959 -1.7 -1.3 0.7 0.01
C -2.83800 -2.86044 1.59138 0.1 1.5 -0.2 0.00
F -2.22243 -3.56743 2.55124 0.8 -0.3 -0.4 0.00
C -3.82353 -3.49011 0.85827 0.2 1.2 -0.8 0.00
F -3.88293 -4.82942 0.78743 -0.2 -0.2 0.3 0.00
C -4.66769 -2.70581 0.06580 0.8 0.2 0.9 0.00
C -4.60600 -1.32372 0.22120 0.0 -1.7 -0.8 0.00
F -5.41065 -0.64514 -0.61191 -0.5 0.9 0.3 0.00
C -3.69040 -0.69269 1.04605 0.9 -1.2 0.1 0.00
F -4.00139 0.53632 1.47232 0.8 0.8 -0.5 0.00
H 3.87522 -0.19480 4.26709 -0.3 -0.5 -0.2 0.00
H 3.15867 -1.80733 3.91954 0.1 -0.2 -0.1 0.00
H 3.18564 -1.09781 5.56313 -0.2 -0.2 0.0 0.00
H 1.72756 0.06496 3.14389 0.4 0.6 -0.2 0.02
H 1.62020 0.76897 4.74543 0.4 0.1 0.2 0.00
H 1.51999 -2.45781 5.48393 -0.1 0.0 0.3 0.00
H -0.16703 -2.74146 5.24321 -0.4 -0.2 0.2 0.00
H 0.48404 -0.25116 6.90621 0.1 -0.3 0.0 0.00
H 0.80409 -1.84647 7.69001 -0.4 0.5 -0.5 0.00
H -0.83148 -1.41951 7.13277 0.1 0.1 0.0 0.00
H -0.36646 0.83820 3.96953 -0.3 -0.2 0.2 0.00
H -1.06409 -0.00352 5.42386 0.6 0.2 -0.7 0.00
H -2.64656 -0.11404 3.75874 -0.1 -0.1 -0.1 0.00
H -1.96616 -1.78237 3.93669 0.0 0.9 0.3 0.00
H -5.35952 -3.15657 -0.61523 -0.2 -0.1 -0.3 0.00
N -4.00253 -8.07470 -3.45512 -0.6 -0.5 -0.2 0.00
C -3.15057 -6.98923 -3.40789 0.0 1.3 0.1 0.00
C -1.86037 -7.08298 -3.96927 -0.8 0.2 0.5 0.00
C -0.93749 -6.07248 -3.76588 0.2 0.2 0.4 0.00
C -1.26661 -4.98966 -2.95677 0.3 0.6 0.0 0.00
C -2.55486 -4.81923 -2.46753 -0.6 -0.8 -1.0 0.00
C -3.53259 -5.76672 -2.77994 0.7 -0.6 0.2 0.00
S -0.09535 -3.63536 -2.78851 -0.2 -0.1 1.6 0.00
O 1.22752 -4.21976 -3.03170 -0.8 0.7 -0.1 0.00
O -0.60127 -2.58851 -3.64092 0.5 -0.2 -0.3 0.00
N -0.30675 -3.09079 -1.23538 -0.1 0.2 -1.7 0.01
C 0.61853 -3.21559 -0.31991 0.4 0.1 0.9 0.01
S 1.96472 -4.37682 -0.42476 -0.6 0.2 0.1 0.00
C 2.19763 -4.16138 1.24277 0.4 0.8 2.5 0.01
C 1.41799 -3.14310 1.78813 1.9 -2.3 -0.3 0.01
N 0.60384 -2.55031 0.89428 -0.8 -1.0 -2.0 0.01
H -3.68875 -8.85764 -4.01425 -0.3 0.3 0.1 0.00
H -5.01482 -7.95753 -3.38247 0.8 0.1 -0.1 0.00
H -1.63668 -7.96290 -4.54863 0.3 -0.2 -0.1 0.00
H 0.06857 -6.10942 -4.17678 -0.2 -0.1 0.0 0.00
H -2.85137 -3.93438 -1.93708 0.2 0.3 0.2 0.00
H -4.55417 -5.56567 -2.45568 0.2 -0.4 0.0 0.00
H 2.95667 -4.75856 1.76667 -0.4 0.5 -0.2 0.00
H 1.40226 -2.81121 2.83737 0.1 -0.2 -0.7 0.00
O 2.94264 -0.59967 0.05690 -1.5 0.4 -1.2 0.01
C 2.11105 -0.39548 -0.84479 -0.4 -0.7 0.7 0.01
N 0.74291 -0.21003 -0.61549 0.4 1.5 -2.0 0.01
S 0.01268 0.52565 -1.96038 -0.6 -2.3 1.0 0.01
O 0.06096 2.00848 -1.81185 -0.3 -1.0 -0.9 0.01
O -1.28023 -0.02190 -2.37756 2.3 1.4 1.1 0.00
C 1.32320 0.08919 -3.04526 0.7 -0.4 -0.6 0.00
C 1.37100 0.18882 -4.42462 -0.2 -0.2 0.6 0.00
C 2.43831 -0.37688 -5.12019 -0.3 0.5 0.4 0.00
C 3.53865 -0.85626 -4.42023 -0.5 0.1 0.8 0.00
C 3.54614 -0.82621 -3.02180 -0.5 0.1 0.9 0.00
C 2.37545 -0.43530 -2.32343 1.3 0.3 -0.7 0.00
H 0.53363 0.70158 -4.83782 -0.4 0.0 -1.0 0.00
H 2.43497 -0.41731 -6.19587 -0.1 0.1 -0.2 0.00
H 4.36056 -1.26506 -4.97799 0.3 -0.1 0.0 0.00
H 4.42041 -1.09970 -2.41754 -0.4 -0.1 -0.4 0.00
S -0.09095 1.94519 1.50439 0.8 1.3 -1.0 0.02
Sb 0.57140 3.54364 -0.31688 -0.7 -0.2 3.0 0.01
C -1.40055 4.15910 -0.96027 0.7 0.2 -0.3 0.00
C -2.54522 3.91685 -0.20834 -0.5 0.2 -0.4 0.00
C -3.81932 4.21000 -0.74390 0.5 -0.2 0.5 0.00
C -3.93975 4.73134 -2.02689 0.5 -0.3 0.2 0.00
C -2.77656 4.98695 -2.74827 0.4 0.4 0.0 0.00
C -1.51287 4.73535 -2.21870 0.0 0.1 -0.2 0.00
C 2.40060 3.85474 -1.63143 -1.0 -0.5 0.2 0.01
C 3.65510 3.88430 -1.05306 0.2 0.4 0.9 0.00
C 4.81618 3.92068 -1.83101 -0.4 -0.5 0.6 0.00
C 4.71194 3.89534 -3.20586 0.5 0.3 -0.7 0.00
C 3.46063 3.88313 -3.82146 -0.2 0.0 0.3 0.00
C 2.31086 3.82510 -3.02221 -0.2 0.1 -0.5 0.00
C 0.81257 5.20453 1.15811 0.4 -0.7 -1.3 0.00
C 1.71915 5.11583 2.20327 0.0 0.1 0.2 0.00
C 2.14682 6.27982 2.84541 0.2 -0.2 0.4 0.00
C 1.59877 7.50660 2.52640 -0.9 0.2 -0.8 0.00
C 0.58344 7.55973 1.54708 0.8 0.2 0.6 0.00
C 0.24768 6.42981 0.83414 -0.3 0.0 -0.1 0.00
H -2.47381 3.49769 0.78015 0.1 -0.2 0.2 0.00
H -4.69438 4.01627 -0.11179 0.3 0.0 -0.4 0.00
H -4.91130 4.90450 -2.46749 0.0 0.1 0.0 0.00
H -2.79338 5.44774 -3.72053 -0.3 0.0 -0.3 0.00
H -0.60233 4.99692 -2.78921 -0.7 -0.2 0.2 0.00
H 3.74475 3.91651 0.03887 0.0 -0.1 -0.4 0.00
H 5.77615 3.86072 -1.31915 -0.2 0.2 -0.3 0.00
H 5.63132 3.91714 -3.81001 -0.5 -0.1 0.2 0.00
H 3.37576 3.91970 -4.91520 0.0 -0.1 0.5 0.00
H 1.33616 3.75132 -3.50047 0.2 0.0 0.0 0.00
H 2.04925 4.14023 2.56109 0.2 0.2 -0.3 0.00
H 2.91987 6.22838 3.61280 -0.2 -0.1 -0.1 0.00
H 1.91157 8.42354 3.01418 0.0 -0.1 0.1 0.00
H 0.08963 8.48474 1.29766 0.0 0.3 0.1 0.00
H -0.49631 6.52236 0.03870 0.2 -0.1 0.1 0.00
```
Positions in Å, forces in eV/Å.

Results
charge = -1
E_HOMO (alpha / beta) = -0.1266 / -0.1552 Ha
energy above the lowest of the compared OMol25 structures with the same formula, charge and spin = 3.395 eV
Kohn-Sham gap (alpha / beta) = 5.3 / 6.0 eV
multiplicity = 4
expectation value of S² = 3.762